Record 1
Molecular formula: C15H15IrN3O9S3
Method: DFT, the ωB97M-V functional and the def2-TZVPD basis

ORCA input file:
```
! RIJCOSX wB97M-V def2-TZVPD def2/J DEFGRID3
* xyz -1 1
Ir -0.578 0.293 -0.062
C -0.932 -1.179 3.886
C -0.979 -0.957 2.412
N -0.148 -0.156 1.831
O 0.749 0.464 2.659
C -1.925 -1.596 1.545
C -2.869 -2.681 1.938
N -1.853 -1.174 0.295
O -2.544 -1.641 -0.631
H -0.798 -0.225 4.393
H -0.082 -1.810 4.153
H -1.847 -1.656 4.230
H 1.125 1.174 2.101
H -2.423 -3.350 2.675
H -3.124 -3.254 1.048
H -3.800 -2.285 2.355
O 2.597 0.546 0.663
N 3.086 -0.596 0.371
C 4.340 -0.891 0.815
C 4.971 -2.070 0.521
C 4.303 -3.012 -0.256
C 3.031 -2.717 -0.686
C 2.398 -1.503 -0.386
S 0.824 -1.240 -1.076
H 4.769 -0.091 1.399
H 5.970 -2.239 0.899
H 4.763 -3.957 -0.508
H 2.465 -3.424 -1.277
O 1.845 3.982 -0.297
S 0.670 3.190 -0.049
O 0.616 1.958 -0.874
O 0.364 2.937 1.348
C -0.698 4.168 -0.711
C -0.407 5.505 -0.946
C -1.368 6.381 -1.430
C -2.645 5.921 -1.688
C -2.948 4.584 -1.474
C -1.989 3.698 -0.998
S -2.572 2.005 -0.834
O -3.975 2.050 -1.107
O -1.780 1.128 -1.735
O -2.203 1.581 0.548
H 0.599 5.841 -0.740
H -1.110 7.418 -1.601
H -3.410 6.589 -2.062
H -3.938 4.208 -1.683
*
```

The HOMO-LUMO gap comes out at 0.2743 Ha. For the relative energy (zero: lowest compared OMol25 entry of this formula, charge and spin), the calculation gives 6.2 kcal per mole.

=====

Record 2
Molecular formula: C15H15N5O3
Method: DFT, the ωB97M-V functional and the def2-TZVPD basis

ORCA input file:
```
! RIJCOSX wB97M-V def2-TZVPD def2/J DEFGRID3
* xyz 0 1
O 0.881 4.670 -0.931
O -0.195 2.854 3.082
N 0.329 -3.848 -0.361
N 0.825 0.741 -0.166
N -1.483 0.278 -0.117
O 1.042 -4.491 -2.346
C 1.000 4.385 0.202
C 0.341 3.596 2.226
C 0.723 -4.850 -1.093
C 0.868 -3.165 -2.447
C 1.952 4.894 1.116
C 0.398 -2.749 -1.216
C 1.432 4.480 2.330
C -0.485 1.187 0.017
C 1.015 -0.538 -0.584
C -1.198 -1.019 -0.390
C 0.046 -1.443 -0.741
N 0.108 3.498 0.910
N -0.861 2.558 0.209
C 0.602 -6.184 -0.537
C 1.859 5.003 3.777
C -3.026 -1.167 -2.087
C -2.489 -1.821 -0.786
H 0.816 -2.495 -3.318
H 2.691 5.612 0.905
H 2.020 -0.926 -0.843
H -1.841 2.711 0.074
H 0.627 -6.893 -1.334
H -0.365 -6.355 -0.080
H 1.474 -6.348 0.146
H 2.489 5.871 3.690
H 2.376 4.257 4.430
H 0.973 5.363 4.363
H -2.204 -1.259 -2.753
H -3.782 -1.752 -2.479
H -3.332 -0.088 -1.940
H -3.232 -1.738 0.049
H -2.395 -2.827 -0.976
*
```

The HOMO-LUMO gap comes out at 0.2899 Ha. For the relative energy (zero: lowest compared OMol25 entry of this formula, charge and spin), the calculation gives 19.2 kcal per mole.